Entry from the Open Molecules 2025 dataset: a 15-piece molecular cluster, C6H42NO14 overall at a distorted geometry (ωB97M-V/def2-TZVPD).

Computed properties:
energy relative to the best compared isomer or geometry (same formula, charge and spin): 420.3 kJ/mol
F_max: 0.0938 hartree/bohr
HOMO level: -12.080 eV
charge: +1
lowest unoccupied orbital energy: -2.412 eV

Last column: Löwdin charge in e.
Geometry (Å):
C -1.139 -0.673 -2.415  -0.074
C -0.774 0.062 -1.194  -0.377
C -0.785 -0.864 -0.030  -0.171
C -0.129 -0.224 1.231  -0.235
C -0.104 -0.487 3.744  0.045
C -0.476 -0.866 2.460  -0.192
N 0.623 0.695 -1.420  0.216
H -2.088 -1.269 -2.192  0.114
H -1.571 -0.181 -3.257  0.055
H -0.312 -1.410 -2.774  0.110
H -1.524 0.845 -1.087  0.086
H -1.851 -1.175 0.218  0.131
H -0.305 -1.864 -0.197  0.115
H -0.357 0.886 1.105  0.089
H 0.932 -0.594 1.163  0.139
H 0.404 0.467 4.038  0.077
H 0.171 -1.171 4.470  0.019
H -0.834 -1.879 2.295  0.108
H 1.231 -0.035 -1.724  0.084
H 0.955 1.263 -0.552  0.132
H 0.538 1.511 -2.134  0.132
H 1.728 2.544 1.503  0.081
H 2.789 1.385 1.138  0.054
O 2.175 2.089 0.733  -0.117
H -2.489 0.439 1.962  0.017
H -2.597 1.585 2.966  0.062
O -2.803 1.320 2.086  -0.016
H -4.459 0.132 0.055  0.097
H -3.497 1.304 0.292  -0.005
O -3.599 0.528 -0.177  -0.022
H 2.255 2.904 -0.627  -0.039
H 2.834 4.222 -1.292  0.072
O 2.249 3.471 -1.397  -0.046
H -0.585 3.512 1.909  0.046
H -0.941 2.060 1.620  0.022
O -0.220 2.653 1.970  -0.061
H -4.335 -3.667 -0.159  0.008
H -4.716 -2.681 -1.214  0.076
O -4.809 -2.854 -0.224  -0.070
H 1.138 3.450 -2.735  0.031
H 0.516 3.167 -4.135  0.080
O 0.374 3.002 -3.188  -0.084
H 4.681 -2.315 0.088  0.075
H 3.509 -2.610 1.062  -0.007
O 3.908 -1.912 0.506  -0.064
H -3.879 1.367 -3.317  0.035
H -3.241 1.146 -1.902  0.001
O -3.084 1.386 -2.829  -0.039
H -0.547 3.357 -0.851  0.044
H -1.455 2.876 -2.027  -0.007
O -1.460 3.088 -1.103  -0.054
H 1.709 -3.781 1.607  0.017
H 2.265 -3.427 2.943  0.054
O 2.538 -3.493 2.046  -0.040
H 1.726 -2.028 -0.957  0.035
H 2.500 -1.978 -2.265  0.048
O 1.667 -1.800 -1.890  -0.020
H 0.164 -5.126 0.514  0.041
H 1.735 -4.884 -0.003  0.090
O 0.856 -4.560 0.269  -0.021
H 4.210 -0.406 1.431  0.000
H 4.342 0.950 2.357  0.072
O 4.241 0.550 1.485  -0.043



Entry from the Open Molecules 2025 dataset: C28H24N2PRuS as an isolated structure at a distorted geometry (ωB97M-V/def2-TZVPD).

Computed properties:
F_max: 0.0205 hartree/bohr
HOMO level (alpha / beta): -17.336 / -17.336 eV
charge: +3
lowest unoccupied orbital energy (alpha / beta): -11.966 / -11.964 eV

Last column: Löwdin charge in e.
Geometry (Å):
Ru -1.106 0.117 -0.211  0.896
C -0.817 -0.394 3.248  0.008
C -1.388 -1.516 2.448  -0.242
C -1.600 -2.768 3.041  0.045
C -2.073 -3.822 2.300  0.089
C -2.418 -3.613 0.949  -0.121
C -2.956 -4.625 0.124  0.091
C -3.328 -4.372 -1.187  0.010
C -3.217 -3.089 -1.692  -0.021
C -2.734 -2.029 -0.888  -0.566
S -2.954 -0.425 -1.414  0.902
C -2.257 -2.318 0.430  -0.230
N -1.679 -1.315 1.151  -0.019
H -0.444 -0.756 4.203  0.107
H -1.590 0.346 3.470  0.107
H 0.005 0.098 2.726  0.070
H -1.349 -2.895 4.085  0.142
H -2.195 -4.802 2.745  0.152
H -3.080 -5.619 0.537  0.151
H -3.734 -5.165 -1.799  0.141
H -3.554 -2.862 -2.696  0.131
N -1.362 1.877 0.842  0.005
C -0.116 2.416 1.430  -0.312
C -0.178 3.327 2.461  0.007
C 1.016 3.828 2.981  0.003
C 2.240 3.420 2.472  -0.011
C 2.293 2.502 1.432  -0.025
C 1.110 1.997 0.898  -0.309
P 1.044 0.776 -0.409  1.016
C 2.539 -0.071 -0.776  -0.372
C 3.148 0.099 -2.024  -0.059
C 4.350 -0.541 -2.277  -0.026
C 4.932 -1.335 -1.296  -0.007
C 4.323 -1.501 -0.054  -0.033
C 3.123 -0.872 0.214  -0.082
C 0.170 1.464 -1.812  -0.425
C -0.275 0.557 -2.799  -0.160
C -1.009 1.014 -3.889  -0.052
C -1.282 2.366 -4.007  0.011
C -0.837 3.278 -3.041  -0.008
C -0.124 2.840 -1.950  -0.055
H -1.724 2.575 0.187  0.125
H -2.082 1.797 1.560  0.124
H -1.128 3.656 2.864  0.137
H 0.981 4.543 3.793  0.136
H 3.156 3.818 2.886  0.134
H 3.248 2.178 1.038  0.128
H 2.702 0.731 -2.782  0.115
H 4.836 -0.414 -3.234  0.129
H 5.874 -1.827 -1.499  0.132
H 4.790 -2.120 0.700  0.127
H 2.652 -0.997 1.183  0.112
H 0.023 -0.488 -2.761  0.121
H -1.343 0.316 -4.645  0.132
H -1.834 2.730 -4.864  0.138
H -1.038 4.334 -3.169  0.135
H 0.252 3.549 -1.220  0.127